Entry 1:
Computed, not measured: a cluster of 4 separate species, C22H43BN7O3 in total, with ωB97M-V/def2-TZVPD.

Cartesian coordinates (Å):
C  -0.190063  1.598012  1.371924
C  1.163174  1.553226  0.748874
N  1.533978  2.595461  0.148670
C  2.047763  0.335499  0.865639
C  1.557032  -0.986053  0.172898
O  2.745727  -1.586585  -0.277369
B  2.576696  -2.152016  -1.648222
O  1.140557  -1.868820  -1.901557
C  0.600552  -0.860827  -1.043886
O  0.735651  0.335287  -1.786661
C  -0.850374  -1.373534  -0.899956
C  -1.321196  -1.616846  0.536890
C  -1.039018  -3.049012  1.034914
C  -0.673716  -3.034286  2.510531
N  0.242993  -4.175915  2.844219
C  0.751556  -4.051237  4.111735
N  0.088788  -3.546001  5.055645
N  2.100924  -4.564525  4.287702
H  -0.248791  1.114061  2.341405
H  -0.497799  2.628857  1.465361
H  -0.904627  1.124170  0.705889
H  2.462625  2.479108  -0.263003
H  2.114090  0.110268  1.933980
H  3.048457  0.517086  0.534554
H  1.248327  -1.654865  0.977334
H  3.310306  -1.666024  -2.508668
H  2.684260  -3.382983  -1.541003
H  0.142684  0.192742  -2.530530
H  -1.522049  -0.720362  -1.444202
H  -0.898506  -2.323469  -1.405358
H  -2.390973  -1.458169  0.565204
H  -0.863115  -0.927007  1.230218
H  -0.201543  -3.447719  0.467015
H  -1.893634  -3.684629  0.841675
H  -0.183904  -2.119994  2.813378
H  -1.570624  -3.212795  3.083153
H  1.066365  -4.078345  2.251291
H  0.632318  -3.570653  5.909055
H  2.576948  -3.909978  4.894228
H  1.992124  -5.414827  4.829486
C  -0.301282  3.153559  -3.888372
C  -1.680515  3.367068  -4.506898
C  -2.817349  2.836606  -3.626229
C  -2.677387  1.394265  -3.407522
N  -2.565430  0.271468  -3.242067
H  -0.077561  2.095509  -3.758288
H  0.472765  3.571968  -4.532556
H  -0.225953  3.635811  -2.912651
H  -1.717656  2.879199  -5.483481
H  -1.838824  4.434799  -4.675748
H  -3.783779  3.022385  -4.095738
H  -2.811278  3.336323  -2.656776
C  3.895606  4.447158  -3.984284
C  5.336229  4.218671  -3.539056
C  5.653280  2.740348  -3.294528
C  4.793355  2.197286  -2.241799
N  4.108966  1.786846  -1.428899
H  3.186530  4.130024  -3.218491
H  3.718819  5.506663  -4.175614
H  3.676871  3.896247  -4.901217
H  5.524926  4.788556  -2.626914
H  6.016049  4.602795  -4.303512
H  6.693093  2.617913  -2.991378
H  5.497603  2.159333  -4.204298
C  -5.086961  -1.388192  5.268387
C  -5.897231  -1.603927  3.994723
C  -5.016236  -1.840897  2.764604
C  -4.147033  -0.687698  2.518509
N  -3.478573  0.209786  2.337508
H  -4.460898  -0.498344  5.195982
H  -5.750257  -1.253368  6.123922
H  -4.440607  -2.243666  5.472523
H  -6.537879  -0.736248  3.823706
H  -6.554279  -2.466244  4.126987
H  -5.631229  -2.005259  1.879680
H  -4.389861  -2.723040  2.907329

Forces on atoms 1 to 3 (eV/Å):
-0.28 -0.20 -0.07
0.69 -0.17 0.04
0.41 1.23 -0.37

Computed properties:
total charge	-1
HOMO level	-3.25	eV

Mulliken atomic charge list, values in e, 8 entries: atom 1 (C): -1.30, atom 2 (C): 1.05, atom 3 (N): -0.98, atom 4 (C): -1.55, atom 5 (C): 1.90, atom 6 (O): -0.95, atom 7 (B): 1.37, atom 8 (O): -1.10

Entry 2:
Computed, not measured: a structure of composition C22H43BN8O3SbSi3V, with ωB97M-V/def2-TZVPD.

Cartesian coordinates (Å):
V  0.031533  -1.399618  -0.504477
C  4.161244  -0.429229  -1.625210
C  2.801792  -0.120156  -1.571868
N  2.147521  -0.974308  -0.799898
N  3.056195  -1.863840  -0.345260
C  4.268647  -1.550863  -0.828712
B  2.759785  -3.067629  0.593742
N  2.034072  -4.225489  -0.103373
C  2.521968  -4.983447  -1.099749
C  1.566102  -5.906260  -1.455232
C  0.495565  -5.613402  -0.601138
N  0.776955  -4.601489  0.205346
N  1.889439  -2.604517  1.768473
C  1.983553  -2.930029  3.063312
C  0.871052  -2.438713  3.720050
C  0.130719  -1.826554  2.705614
N  0.753869  -1.929872  1.537808
H  4.935414  0.071513  -2.176535
H  2.254627  0.669881  -2.062445
H  5.117400  -2.155702  -0.560783
H  3.840606  -3.420219  1.004105
H  3.504479  -4.795205  -1.498355
H  1.622241  -6.649189  -2.230574
H  -0.472244  -6.087614  -0.539541
H  2.833863  -3.487215  3.414877
H  0.634776  -2.508842  4.766412
H  -0.807459  -1.299491  2.760896
N  -1.916194  -2.398364  0.003016
C  -3.026024  -1.859150  -0.793728
C  -2.525653  -1.278251  -2.132403
O  -3.319869  -1.248116  -3.084889
N  -1.262871  -0.896286  -2.092836
C  -0.489957  -0.927285  -3.307481
C  0.530511  -2.090761  -3.215601
O  1.299452  -2.266639  -4.157701
O  0.486166  -2.760141  -2.125512
H  -2.197404  -2.680154  0.934662
H  -1.522396  -3.236370  -0.429865
H  -3.787765  -2.609232  -1.030791
H  -3.511993  -1.072037  -0.208093
H  -1.107637  -1.057240  -4.203233
H  0.089702  -0.003461  -3.442622
C  -1.078024  4.571061  -1.080697
Si  -0.625734  2.858525  -1.733381
C  1.019614  3.014388  -2.635559
C  -1.961701  2.357118  -2.945920
Sb  -0.486967  1.178593  0.198213
Si  1.055540  2.376755  1.843394
C  2.816596  1.973241  1.334473
C  0.751090  1.662551  3.553995
C  0.885790  4.253753  1.929295
Si  -2.743567  1.692520  1.278119
C  -2.773714  3.289405  2.281756
C  -3.089725  0.291071  2.487234
C  -4.117532  1.764350  -0.007021
H  -1.150425  5.246521  -1.938182
H  -0.345643  4.982427  -0.389110
H  -2.048011  4.569625  -0.582487
H  0.962316  3.912720  -3.257143
H  1.195734  2.169521  -3.299337
H  1.880182  3.120603  -1.974496
H  -1.886588  3.021073  -3.813530
H  -2.958728  2.477415  -2.527531
H  -1.878119  1.328565  -3.285234
H  2.967691  0.896314  1.259031
H  3.511286  2.371506  2.079049
H  3.075983  2.404925  0.366619
H  0.959041  0.594607  3.578548
H  -0.275101  1.811993  3.892960
H  1.411324  2.158642  4.270794
H  1.404152  4.740624  1.103471
H  1.371671  4.577000  2.855546
H  -0.137016  4.616747  1.940884
H  -1.933249  3.367656  2.966594
H  -3.686354  3.276943  2.886068
H  -2.796351  4.183894  1.660641
H  -2.429182  0.357962  3.353318
H  -2.942105  -0.682836  2.026043
H  -4.119794  0.343623  2.848699
H  -4.200932  2.772310  -0.417566
H  -5.066697  1.530638  0.482630
H  -3.988529  1.076634  -0.840593

Forces on atoms 1 to 3 (eV/Å):
-0.09 -0.64 -0.12
-0.01 -0.12 0.04
-0.15 0.17 -0.08

Computed properties:
total charge	-1
HOMO level (alpha / beta)	-3.79 / -4.70	eV
energy relative to the best compared isomer or geometry (same formula, charge and spin)	0.000	eV
<S²>	3.760
multiplicity	4

Mulliken atomic charge list, values in e, 8 entries: atom 1 (V): 0.51, atom 2 (C): -1.35, atom 3 (C): -0.65, atom 4 (N): 1.58, atom 5 (N): 0.01, atom 6 (C): -0.35, atom 7 (B): -0.12, atom 8 (N): 0.65

Entry 3:
Computed, not measured: a cluster of 4 separate species, C22H43ClFN4O3S in total, with ωB97M-V/def2-TZVPD.

Cartesian coordinates (Å):
C  0.028516  -0.962274  -2.232003
C  1.140192  -0.885604  -1.802911
C  2.506359  -0.561783  -1.419306
C  2.657839  -0.214853  0.079864
N  1.952709  1.054084  0.269469
C  1.480252  1.454241  1.660251
C  0.668481  0.394806  2.404626
C  -0.219161  -0.508372  1.548848
Cl  1.726097  -0.554209  3.497195
C  2.960362  1.977833  0.073477
N  2.767846  3.237155  -0.255601
N  4.233898  1.480318  0.304284
C  4.150163  0.033063  0.393332
F  4.416735  -0.438053  1.653737
N  5.044329  -0.619371  -0.530292
C  6.171751  -0.888250  -0.152340
S  7.589802  -1.174808  0.390091
H  -0.922867  -1.192254  -2.644791
H  2.829852  0.289285  -2.023211
H  3.125458  -1.418353  -1.667262
H  2.270588  -1.049998  0.648914
H  2.343669  1.689892  2.291054
H  0.922768  2.380567  1.564829
H  0.025101  0.959510  3.072026
H  -0.294618  -0.191299  0.512656
H  -1.195220  -0.621480  2.004969
H  0.229271  -1.499515  1.528197
H  3.252627  3.956920  0.265267
H  2.146090  3.532470  -0.994331
H  4.558530  1.882580  1.189211
C  6.340093  2.724129  -1.667516
C  7.329816  2.916410  -2.805522
O  7.880379  4.214123  -2.873225
C  8.612939  4.646641  -1.738963
C  9.811364  3.775173  -1.405840
H  5.525732  3.449688  -1.748104
H  5.922626  1.718913  -1.698246
H  6.809509  2.861937  -0.690978
H  6.817913  2.763591  -3.755793
H  8.123449  2.162912  -2.754297
H  7.950026  4.741314  -0.869761
H  8.953250  5.653033  -1.979416
H  9.520609  2.754978  -1.149253
H  10.351778  4.190659  -0.555203
H  10.490259  3.720997  -2.257137
C  -2.884672  -5.191844  -0.395619
C  -2.672574  -3.994282  0.513556
O  -2.567202  -2.757815  -0.173582
C  -3.695982  -2.379380  -0.947999
C  -4.977438  -2.224758  -0.149989
H  -2.075153  -5.266731  -1.123137
H  -2.912847  -6.109212  0.192345
H  -3.821312  -5.124172  -0.949732
H  -1.729393  -4.112751  1.048919
H  -3.459366  -3.942363  1.273790
H  -3.839877  -3.081841  -1.776272
H  -3.435060  -1.418459  -1.395734
H  -5.286462  -3.162937  0.312820
H  -5.789593  -1.890691  -0.794015
H  -4.845981  -1.490932  0.646855
C  -9.324142  -2.452786  2.080333
C  -8.115327  -1.555129  1.880090
O  -8.021733  -0.992314  0.583772
C  -9.103882  -0.170720  0.178763
C  -9.331039  1.038099  1.069966
H  -9.323056  -3.262119  1.349030
H  -9.309782  -2.884912  3.081163
H  -10.261923  -1.907839  1.967720
H  -7.205557  -2.143177  2.009248
H  -8.088988  -0.767491  2.641679
H  -10.020525  -0.763800  0.091313
H  -8.854177  0.165346  -0.827812
H  -9.592654  0.753153  2.089566
H  -10.145223  1.646348  0.675609
H  -8.429557  1.650930  1.118366

Forces on atoms 1 to 3 (eV/Å):
-0.31 -0.52 -0.14
0.13 0.72 0.04
-0.28 -0.39 0.17

Computed properties:
total charge	+1
HOMO level	-11.09	eV

Mulliken atomic charge list, values in e, 8 entries: atom 1 (C): 0.42, atom 2 (C): -1.30, atom 3 (C): -0.63, atom 4 (C): -0.81, atom 5 (N): 0.27, atom 6 (C): -1.02, atom 7 (C): 0.19, atom 8 (C): -1.22